1.
Formula: C4H15N2O
Source: the Open Molecules 2025 dataset
Level of theory: the ωB97M-V functional and the def2-TZVPD basis

Results
LUMO energy (alpha / beta): 0.80 / 0.57 eV
multiplicity: 2
⟨S²⟩: 0.750
gap between HOMO and LUMO (alpha / beta): 3.75 / 9.74 eV
E_HOMO (alpha / beta): -0.10870 / -0.33707 Ha
energy relative to the best compared isomer or geometry (same formula, charge and spin): 1.961 eV

CARTESIAN COORDINATES (ANGSTROEM)
N  -0.330  -0.913  -1.888
C  0.105  0.527  -1.884
C  0.125  1.165  -0.489
N  -1.099  0.899  0.238
C  -1.155  -0.065  1.323
C  -0.298  0.260  2.539
H  -1.075  -1.111  -2.572
H  -0.611  -1.113  -0.927
H  0.523  -1.498  -2.057
H  1.130  0.481  -2.210
H  -0.458  1.158  -2.546
H  0.159  2.232  -0.710
H  1.049  1.013  0.073
H  -1.662  1.718  0.381
H  -0.903  -1.065  0.973
H  -2.178  -0.018  1.682
H  -0.566  -0.338  3.425
H  0.789  0.178  2.469
H  -0.537  1.253  2.956
H  2.743  -1.720  -0.917
H  2.302  -1.430  0.512
O  1.943  -1.614  -0.371

Atomic partial charges in e from the Löwdin method, atoms 1 to 5: number 1, N, carries 0.083; number 2, C, carries -0.257; number 3, C, carries -0.244; number 4, N, carries -0.092; number 5, C, carries -0.300

2.
Formula: C50H43F2MnN4O3Te
Source: the Open Molecules 2025 dataset
Level of theory: the ωB97M-V functional and the def2-TZVPD basis

Results
LUMO energy (alpha / beta): 4.09 / 4.09 eV
multiplicity: 5
⟨S²⟩: 6.195
gap between HOMO and LUMO (alpha / beta): 5.98 / 6.15 eV
E_HOMO (alpha / beta): -0.06946 / -0.07577 Ha
energy relative to the best compared isomer or geometry (same formula, charge and spin): 0.288 eV
charge: -2

CARTESIAN COORDINATES (ANGSTROEM)
Mn  0.200  -1.287  -0.495
O  0.378  -2.040  1.479
C  1.118  -2.969  1.940
C  0.681  -3.760  3.053
C  1.443  -4.776  3.564
C  2.714  -5.078  3.037
C  3.172  -4.323  1.981
C  2.408  -3.296  1.409
C  2.990  -2.531  0.326
N  2.346  -1.710  -0.406
N  3.141  -0.957  -1.292
C  2.369  -0.054  -1.824
O  1.118  0.084  -1.599
C  2.995  0.942  -2.756
C  2.204  1.949  -3.291
C  2.764  2.887  -4.153
C  4.112  2.818  -4.480
C  4.903  1.812  -3.939
C  4.345  0.877  -3.077
H  -0.295  -3.526  3.462
H  1.057  -5.358  4.396
H  3.318  -5.875  3.454
H  4.150  -4.529  1.553
H  4.064  -2.631  0.142
H  1.158  1.984  -3.012
H  2.143  3.671  -4.568
H  4.547  3.547  -5.154
H  5.956  1.755  -4.190
H  4.944  0.091  -2.637
F  -4.689  -3.668  0.264
C  -3.406  -3.854  -0.157
C  -2.544  -2.782  -0.185
C  -1.218  -2.944  -0.593
C  -0.820  -4.236  -0.959
C  -1.737  -5.279  -0.950
F  -1.369  -6.523  -1.391
C  -3.048  -5.133  -0.555
C  0.590  -4.487  -1.374
C  1.326  -5.570  -0.876
C  2.632  -5.741  -1.280
C  3.187  -4.840  -2.181
C  2.395  -3.790  -2.610
N  1.137  -3.610  -2.216
H  -2.920  -1.810  0.112
H  -3.749  -5.954  -0.583
H  0.870  -6.240  -0.162
H  3.225  -6.554  -0.875
H  4.209  -4.934  -2.525
H  2.790  -3.039  -3.289
C  -3.798  4.055  6.965
C  -3.315  3.403  5.692
C  -4.195  3.044  4.686
C  -3.757  2.435  3.504
C  -4.815  2.029  2.499
C  -2.391  2.188  3.292
Te  -1.812  1.010  1.461
N  -1.262  -0.165  -0.745
C  -1.880  0.349  -1.789
O  -2.655  1.334  -1.742
C  -1.679  -0.214  -3.214
C  -0.966  -1.363  -3.542
C  -0.836  -1.780  -4.861
C  -1.425  -1.057  -5.888
C  -2.148  0.089  -5.577
C  -2.269  0.500  -4.256
C  -0.482  2.512  0.748
C  0.897  2.291  0.684
C  1.594  1.065  1.223
C  1.716  3.256  0.086
C  1.210  4.432  -0.431
C  2.113  5.462  -1.059
C  -0.163  4.646  -0.340
C  -1.017  3.709  0.228
C  -2.491  4.009  0.272
C  -1.499  2.546  4.321
C  -0.020  2.291  4.186
C  -1.964  3.139  5.493
H  -4.878  4.213  6.938
H  -3.321  5.025  7.122
H  -3.572  3.438  7.839
H  -5.257  3.236  4.819
H  -5.758  2.542  2.707
H  -5.003  0.953  2.543
H  -4.507  2.239  1.476
H  -0.515  -1.974  -2.778
H  -0.270  -2.681  -5.075
H  -1.323  -1.382  -6.918
H  -2.626  0.661  -6.366
H  -2.824  1.390  -3.990
H  0.905  0.279  1.528
H  2.192  1.333  2.100
H  2.277  0.657  0.475
H  2.781  3.053  0.010
H  3.130  5.080  -1.161
H  2.153  6.372  -0.455
H  1.759  5.745  -2.054
H  -0.586  5.562  -0.743
H  -2.699  4.951  -0.242
H  -2.834  4.095  1.307
H  -3.044  3.200  -0.211
H  0.173  1.233  3.993
H  0.514  2.591  5.091
H  0.392  2.844  3.341
H  -1.252  3.399  6.273

Atomic partial charges in e from the Löwdin method, atoms 1 to 5: number 1, Mn, carries 0.825; number 2, O, carries -0.150; number 3, C, carries -0.364; number 4, C, carries -0.018; number 5, C, carries -0.125

3.
Formula: C36H90N2O10
Source: the Open Molecules 2025 dataset
Level of theory: the ωB97M-V functional and the def2-TZVPD basis

Results
LUMO energy: 0.22 eV
gap between HOMO and LUMO: 8.24 eV
E_HOMO: -0.29445 Ha

CARTESIAN COORDINATES (ANGSTROEM)
C  22.106  21.504  4.971
C  23.330  21.805  3.999
C  22.760  21.551  2.513
C  23.682  22.223  1.472
C  23.742  23.734  1.819
C  24.374  24.037  3.240
N  23.737  23.171  4.193
O  23.965  23.542  5.547
C  25.890  23.756  3.075
C  24.068  25.495  3.497
C  24.550  20.874  4.231
H  21.419  22.349  5.011
H  22.456  21.473  6.002
H  21.583  20.592  4.684
H  22.752  20.479  2.316
H  21.758  21.974  2.593
H  23.330  22.070  0.452
H  24.662  21.746  1.466
H  22.706  24.055  1.923
H  24.309  24.229  1.031
H  26.482  23.999  3.958
H  26.153  22.757  2.727
H  26.345  24.376  2.302
H  24.692  26.156  2.896
H  23.022  25.733  3.301
H  24.293  25.767  4.528
H  25.510  21.306  4.514
H  24.612  20.071  3.496
H  24.400  20.397  5.199
H  24.711  22.985  5.784
C  24.379  10.686  -0.936
C  23.119  11.489  -1.096
C  23.377  12.896  -0.360
C  24.282  13.795  -1.322
C  23.563  13.885  -2.710
C  23.376  12.612  -3.377
N  22.704  11.622  -2.533
O  22.437  10.431  -3.201
C  22.535  12.772  -4.640
C  24.785  12.150  -3.896
C  21.921  10.822  -0.292
H  25.265  11.177  -1.338
H  24.219  9.737  -1.448
H  24.494  10.425  0.116
H  22.507  13.501  -0.107
H  23.945  12.746  0.559
H  25.253  13.359  -1.558
H  24.416  14.769  -0.853
H  24.100  14.495  -3.437
H  22.615  14.373  -2.486
H  22.434  11.839  -5.194
H  21.543  13.146  -4.388
H  22.928  13.638  -5.173
H  24.867  11.131  -4.275
H  25.084  12.678  -4.801
H  25.615  12.169  -3.190
H  21.603  9.832  -0.617
H  21.027  11.429  -0.432
H  22.175  10.739  0.765
H  21.545  10.577  -3.523
O  18.387  14.148  -1.284
H  17.644  13.568  -1.119
H  19.143  13.563  -1.327
O  16.615  17.611  -4.004
H  16.853  18.482  -3.686
H  17.101  17.009  -3.441
C  23.009  21.129  -6.325
C  23.067  22.605  -6.374
C  22.593  23.132  -7.778
O  22.219  23.163  -5.380
H  23.428  20.662  -5.434
H  23.403  20.651  -7.222
H  21.971  20.795  -6.340
H  24.048  23.037  -6.178
H  22.505  24.216  -7.851
H  21.541  22.890  -7.929
H  23.182  22.696  -8.585
H  22.336  24.112  -5.469
C  21.059  17.652  -13.098
C  20.414  17.765  -11.738
C  19.547  19.002  -11.574
O  19.638  16.627  -11.506
H  20.360  17.600  -13.933
H  21.612  16.726  -13.257
H  21.717  18.465  -13.406
H  21.255  17.798  -11.045
H  20.093  19.941  -11.658
H  19.194  19.127  -10.550
H  18.638  18.994  -12.175
H  20.194  15.885  -11.754
C  30.738  18.250  -4.331
C  31.201  18.506  -2.870
C  30.938  17.241  -2.051
O  32.500  18.878  -2.844
H  29.677  18.002  -4.297
H  31.333  17.476  -4.817
H  30.838  19.119  -4.982
H  30.632  19.300  -2.387
H  31.360  17.363  -1.054
H  31.352  16.331  -2.485
H  29.863  17.082  -1.963
H  32.659  19.456  -2.094
C  16.090  9.368  -3.692
C  15.939  9.603  -5.193
C  15.668  11.128  -5.494
O  17.176  9.339  -5.731
H  16.928  9.961  -3.324
H  16.290  8.357  -3.337
H  15.206  9.769  -3.196
H  15.267  8.849  -5.603
H  14.668  11.517  -5.302
H  15.967  11.299  -6.528
H  16.299  11.794  -4.906
H  16.997  9.512  -6.658
C  25.739  10.057  7.614
C  25.572  9.933  9.114
C  24.185  9.485  9.579
O  26.476  8.983  9.652
H  26.791  10.055  7.326
H  25.259  10.896  7.110
H  25.256  9.154  7.243
H  25.737  10.892  9.605
H  24.277  9.429  10.664
H  23.986  8.484  9.196
H  23.362  10.146  9.307
H  26.578  9.099  10.599
C  26.144  4.922  -7.534
C  24.920  4.688  -6.547
C  24.505  3.207  -6.460
O  25.221  5.071  -5.221
H  26.613  5.890  -7.359
H  25.722  4.729  -8.521
H  26.930  4.176  -7.412
H  24.021  5.239  -6.824
H  23.618  3.158  -5.829
H  25.263  2.471  -6.193
H  24.118  2.966  -7.451
H  24.570  5.737  -4.989

Atomic partial charges in e from the Löwdin method, atoms 1 to 5: number 1, C, carries -0.028; number 2, C, carries -0.461; number 3, C, carries -0.117; number 4, C, carries -0.175; number 5, C, carries -0.119

4.
Formula: C29H16F3N11O13S2Ti
Source: the Open Molecules 2025 dataset
Level of theory: the ωB97M-V functional and the def2-TZVPD basis

Results
LUMO energy: 2.54 eV
gap between HOMO and LUMO: 6.59 eV
E_HOMO: -0.14860 Ha
energy relative to the best compared isomer or geometry (same formula, charge and spin): 1.314 eV
charge: -2

CARTESIAN COORDINATES (ANGSTROEM)
Ti  -0.793  -0.268  0.529
N  1.439  -2.900  -1.983
C  2.257  -1.904  -2.440
N  1.922  -0.658  -2.540
C  2.919  0.072  -3.147
C  4.032  -0.615  -3.500
S  3.844  -2.280  -3.077
C  2.721  1.515  -3.355
C  2.887  2.151  -4.540
S  2.490  3.821  -4.364
C  2.133  3.524  -2.683
N  2.301  2.298  -2.305
N  1.767  4.555  -1.847
H  0.545  -2.539  -1.659
H  1.860  -3.534  -1.319
H  4.949  -0.223  -3.907
H  3.122  1.714  -5.496
H  0.986  5.091  -2.213
H  1.554  4.194  -0.922
O  -3.662  -5.828  4.083
C  -2.476  -5.739  3.714
O  -1.533  -6.544  3.797
C  -2.131  -4.412  2.981
C  -3.088  -3.421  2.816
C  -2.762  -2.245  2.164
N  -1.535  -2.018  1.691
C  -0.610  -2.977  1.835
C  -0.860  -4.176  2.465
C  0.714  -2.607  1.235
O  1.657  -3.360  1.180
O  0.728  -1.369  0.779
H  -4.084  -3.599  3.199
H  -3.492  -1.467  1.987
H  -0.088  -4.926  2.565
F  -4.049  -2.985  -2.429
C  -2.771  -2.594  -2.469
F  -2.012  -3.695  -2.551
F  -2.597  -1.896  -3.607
C  -2.399  -1.710  -1.254
O  -3.272  -1.078  -0.686
O  -1.154  -1.689  -0.990
N  -1.074  0.886  -1.105
C  -1.171  1.576  -2.039
N  -1.263  2.320  -3.070
C  -1.156  3.628  -2.988
N  -1.054  4.784  -3.010
C  2.222  3.482  1.625
C  0.843  3.661  1.601
C  0.011  2.604  1.255
C  0.525  1.337  0.956
C  1.910  1.189  0.951
C  2.749  2.247  1.283
H  2.876  4.306  1.884
H  0.414  4.628  1.839
H  -1.057  2.787  1.196
H  2.346  0.235  0.686
H  3.823  2.102  1.263
O  -3.979  2.678  7.161
N  -4.449  2.938  6.070
O  -5.425  3.645  5.894
C  -3.835  2.325  4.898
C  -4.356  2.592  3.641
C  -3.746  2.036  2.549
C  -2.626  1.158  2.625
O  -2.160  0.613  1.579
C  -2.161  0.921  3.949
C  -2.749  1.490  5.057
N  -1.019  0.033  4.207
O  -0.259  -0.214  3.294
O  -0.846  -0.325  5.357
N  -4.293  2.398  1.233
O  -3.511  2.645  0.346
O  -5.507  2.458  1.144
H  -5.218  3.229  3.517
H  -2.362  1.268  6.039

Atomic partial charges in e from the Löwdin method, atoms 1 to 5: number 1, Ti, carries 1.166; number 2, N, carries 0.105; number 3, C, carries -0.686; number 4, N, carries 0.126; number 5, C, carries -0.355